One molecule with the formula C5H8O. Source: OMol25; level of theory: ωB97M-V/def2-TZVPD.

Bonds (Å) are listed after each position.
Atoms and positions in Å:
1 O -0.47216 -0.99072 -1.03304  C2 1.427, C6 1.406
2 C -1.49741 -0.29109 -0.32891  O1 1.427, C4 1.529, H8 1.094, H10 1.102
3 C 0.53797 0.23780 0.71124  C4 1.531, C5 1.507, C6 1.503, H13 1.086
4 C -0.76007 0.91208 0.26029  C2 1.529, C3 1.531, H9 1.097, H11 1.094
5 C 1.64510 0.12519 -0.30538  C3 1.507, C6 1.498, H7 1.087, H14 1.088
6 C 0.63789 -0.97594 -0.16994  O1 1.406, C3 1.503, C5 1.498, H12 1.087
7 H 1.62397 0.77419 -1.17656  C5 1.087
8 H -2.31058 -0.06258 -1.02341  C2 1.094
9 H -0.57572 1.65054 -0.52967  C4 1.097
10 H -1.88440 -0.92485 0.48539  C2 1.102
11 H -1.29315 1.40787 1.07635  C4 1.094
12 H 0.94467 -1.95633 0.18631  C6 1.087
13 H 0.76404 0.18927 1.77211  C3 1.086
14 H 2.63984 -0.09542 0.07523  C5 1.088

The energy above the lowest of the compared OMol25 structures with the same formula, charge and spin is 145.61 kJ/mol. The spin multiplicity is 1. The value obtained for the total energy is -270.50243 hartree. Its total charge is 0.